Below is an isolated molecule of C2H4N4O2, with properties calculated with wB97M-V/def2-TZVPD.

Geometry as XYZ:
```
12
Properties=species:S:1:pos:R:3:forces:R:3
C -2.3358 0.4174 0.0470 1.192 1.248 0.516
C 1.1560 -0.3966 0.0427 -0.903 -0.047 0.819
H -2.3502 1.4015 -0.4268 -0.236 -0.297 -0.377
H -2.9626 -0.3164 -0.4162 -0.578 -0.102 -0.017
H -2.5144 0.6234 1.1000 -0.505 -0.388 0.133
H 1.3757 1.7448 -0.2276 1.093 0.334 -0.235
N -0.9951 -0.1144 -0.0728 -1.452 0.843 -0.906
N -0.7954 -1.4050 -0.1070 -0.020 1.077 0.473
N 0.4412 -1.6376 0.0168 2.619 -0.173 -0.473
N 0.1576 0.5483 0.1827 -0.383 -1.746 0.485
O 2.3091 -0.0186 0.0100 0.355 -0.690 -0.255
O 0.4249 1.8540 -0.0982 -1.181 -0.060 -0.163
```
Positions in Å, forces in eV/Å.

Results
- Gap between HOMO and LUMO: 9.6 eV
- Total charge: 0
- Lowest unoccupied orbital energy: 0.33 eV
- Energy above the lowest of the compared OMol25 structures with the same formula, charge and spin: 75.9 kcal per mole

Below is C16H19BrCeCl3F6N3O6P2S2 as an isolated structure, with properties calculated with wB97M-V/def2-TZVPD.

Geometry as XYZ:
```
59
Properties=species:S:1:pos:R:3:forces:R:3
Ce -0.5345 -0.2174 -0.0244 3.021 0.163 -3.489
F -4.6749 -1.7523 -1.4823 -0.156 -0.027 -0.178
C -4.5364 -2.2643 -0.2749 0.109 0.115 0.181
F -5.5450 -1.9379 0.4989 -0.115 -0.020 -0.050
F -4.3811 -3.5697 -0.3330 -0.086 -0.090 -0.053
S -2.9924 -1.5254 0.4042 -0.851 -0.631 0.517
O -1.8956 -1.9816 -0.4782 -1.778 -1.410 -0.005
O -3.0643 -0.0726 0.3854 -0.515 -0.575 0.010
N -2.9375 -2.1746 1.8350 0.042 0.265 -0.062
S -1.6943 -1.7787 2.7337 0.194 0.552 -0.202
O -1.9594 -1.6918 4.1191 -0.128 0.004 -0.226
O -0.9348 -0.6677 2.0764 -0.985 -1.209 3.041
C -0.5090 -3.1493 2.4659 -0.185 0.171 0.136
F -1.1164 -4.3057 2.5721 0.122 -0.294 0.067
F 0.4710 -3.0282 3.3396 0.170 -0.204 0.100
F -0.0041 -3.0132 1.2313 0.148 -0.295 -0.180
C 1.5266 2.8337 -1.7906 -0.086 0.006 -0.071
P 1.2388 1.0499 -2.0791 0.597 0.388 -0.285
C 1.0356 1.0159 -3.8948 -0.052 -0.073 -0.002
C 2.9431 0.3906 -1.8795 0.057 -0.046 0.131
C 3.3485 0.3365 -0.3976 -0.076 -0.017 -0.168
P 2.3135 -0.8293 0.5813 0.658 0.157 0.197
C 3.1273 -2.4200 0.2100 -0.041 -0.106 0.053
C 2.8907 -0.4715 2.2754 -0.015 -0.031 -0.003
H 2.3513 3.1930 -2.4072 0.004 0.017 -0.012
H 1.7518 3.0267 -0.7426 0.006 -0.030 0.011
H 0.6245 3.3892 -2.0517 0.008 -0.014 0.010
H 1.8636 1.5358 -4.3788 -0.008 -0.014 -0.024
H 0.1014 1.5045 -4.1752 0.026 -0.003 0.033
H 1.0017 -0.0136 -4.2565 0.012 0.029 0.024
H 3.6334 1.0158 -2.4482 0.082 -0.002 -0.006
H 2.9739 -0.6086 -2.3245 0.009 0.001 0.004
H 3.2484 1.3226 0.0624 -0.010 0.010 0.003
H 4.3918 0.0354 -0.2865 0.062 0.035 -0.024
H 4.1916 -2.3529 0.4375 0.023 -0.038 -0.005
H 3.0043 -2.6796 -0.8419 0.007 0.025 0.010
H 2.6887 -3.2205 0.8085 0.020 0.039 -0.025
H 3.9804 -0.4846 2.3215 0.010 0.000 0.026
H 2.4989 -1.2115 2.9741 0.001 0.002 -0.023
H 2.5281 0.5101 2.5830 -0.010 -0.010 -0.028
Cl 0.4349 -5.4969 -2.4913 -0.003 -0.333 0.256
C 0.4785 -4.0556 -3.4787 0.078 0.551 0.416
Cl -0.9233 -3.9572 -4.5126 -0.368 0.039 -0.276
Cl 1.9609 -3.9831 -4.4167 0.229 0.069 -0.104
C 0.4486 -2.8815 -2.5652 0.145 -0.463 -0.447
N 0.4336 -1.9773 -1.8662 -0.072 -0.007 0.067
Br -4.6283 3.7336 3.9057 -0.043 0.008 0.040
C -3.1852 4.0623 2.7465 -0.041 0.110 0.043
C -2.7265 5.3589 2.5515 0.237 0.118 -0.168
N -1.7086 5.6443 1.7404 -0.125 -0.226 0.071
C -1.1178 4.6346 1.1014 0.015 0.415 0.098
C -1.5189 3.3208 1.2414 0.112 -0.074 -0.066
C -2.5789 3.0213 2.0814 -0.031 -0.202 -0.051
C -0.8199 2.2388 0.4921 0.039 1.300 0.067
O 0.2195 1.6912 0.9762 -0.004 0.917 0.419
O -1.3048 1.8221 -0.6024 -0.429 0.941 0.186
H -3.1954 6.1884 3.0673 0.019 -0.003 -0.021
H -0.2872 4.8916 0.4489 -0.064 0.019 0.052
H -2.9306 2.0063 2.2123 0.010 -0.019 -0.015
```
Positions in Å, forces in eV/Å.

Results
- Gap between HOMO and LUMO (alpha / beta): 8.7 / 8.8 eV
- <S²>: 0.751
- Total charge: +1
- 2S+1: 2
- Lowest unoccupied orbital energy (alpha / beta): -2.68 / -2.69 eV
- Energy above the lowest of the compared OMol25 structures with the same formula, charge and spin: 8.7 kcal per mole

Below is a 2-piece molecular cluster, C24H29FN8O2 overall, with properties calculated with wB97M-V/def2-TZVPD.

Geometry as XYZ:
```
64
Properties=species:S:1:pos:R:3:forces:R:3
N -3.5737 0.7667 1.0188 1.480 -0.662 -0.144
O 0.0466 -2.6574 -3.3938 -0.483 -0.331 0.193
O 3.8272 -0.8042 -1.1425 -0.368 -0.017 -0.346
F -4.9588 -1.7071 8.8084 0.075 0.331 -0.416
C -2.5112 0.2948 0.9489 -1.371 0.632 0.235
N -0.4195 0.0024 5.6116 -0.541 0.278 -0.041
N 0.8230 -1.0259 1.8222 0.956 -0.376 0.279
N 0.4494 -1.3006 -0.4657 2.862 -0.724 0.912
C 1.1004 -2.1783 -3.7922 -0.474 -0.185 -0.894
C 4.0096 -0.4224 -2.2938 -0.959 -0.613 0.977
C 0.0661 -0.5039 4.5017 -0.529 0.291 -0.930
C -0.6766 -0.0426 3.3440 0.895 -0.703 0.535
C -1.6302 0.7899 3.8549 -0.074 -0.006 1.166
C 1.2101 -1.4227 0.6159 -0.981 0.349 0.287
C -0.3654 -0.4496 1.9701 0.057 0.253 0.697
C -0.7181 -0.7423 -0.3179 -0.787 -0.536 -2.204
C -5.7968 -0.0196 5.6718 0.596 -0.001 0.424
C -5.9001 -0.8422 6.7983 0.027 -0.141 0.217
C -4.6462 0.7495 5.4746 -0.048 -0.233 0.315
C -3.7041 -0.1392 7.5183 -0.137 -0.158 0.105
C -4.8557 -0.9054 7.7241 0.078 0.714 -1.036
C -1.2074 -0.2823 0.8749 -0.579 0.606 1.130
C -3.5905 0.6989 6.3979 -0.899 -0.400 0.255
N -1.3846 -0.7292 -1.4951 -1.081 0.144 -0.155
N 5.2219 0.0170 -2.6473 0.927 0.572 -0.903
N -1.4617 0.7919 5.2297 0.089 0.495 -1.651
N 1.8360 -1.4165 -2.9872 1.739 0.744 0.333
C 1.5501 -2.4323 -5.2158 0.105 -0.139 0.374
C 5.6448 0.5262 -3.9529 -0.317 -0.206 0.261
C -2.3366 1.5055 6.1669 0.163 -0.481 0.199
C 0.2574 2.4279 -4.0540 -0.038 -0.437 0.197
C 1.7381 1.4190 -5.7705 -0.201 -0.322 0.331
C 1.0982 1.1999 -4.3968 0.478 0.460 -0.100
C 2.1613 0.9740 -3.3041 -0.147 -0.084 -0.123
C 2.8512 -0.4083 -3.3182 -0.396 -0.126 -0.068
H 0.9118 -1.1845 4.4642 -0.244 0.255 0.253
H -2.3879 1.3484 3.3149 0.077 -0.018 0.508
H 2.1879 -1.8862 0.5167 -0.129 0.140 -0.058
H -6.6067 0.0191 4.9488 0.115 -0.028 0.159
H -6.7900 -1.4417 6.9606 0.097 0.046 0.018
H -4.5729 1.3790 4.5922 0.006 -0.023 0.115
H -2.8903 -0.2136 8.2335 -0.065 0.040 -0.051
H -2.3932 -0.7431 -1.4120 0.089 0.143 -0.346
H -0.9646 -1.3920 -2.1546 -0.309 0.109 -0.074
H 5.9090 -0.0160 -1.9084 -0.185 -0.009 0.001
H 1.5102 -1.4001 -2.0261 -0.280 0.128 0.215
H 1.3837 -1.5424 -5.8146 0.093 0.105 -0.178
H 0.9632 -3.2543 -5.6223 -0.007 0.123 0.080
H 2.6024 -2.7076 -5.2227 0.140 0.098 -0.206
H 5.0400 1.3876 -4.2414 0.078 -0.012 -0.102
H 5.5519 -0.2532 -4.7113 0.066 0.099 -0.095
H 6.6895 0.8388 -3.9022 -0.187 -0.083 0.071
H -1.8054 1.6628 7.1106 0.089 -0.153 -0.281
H -2.5870 2.4916 5.7653 0.136 -0.204 -0.145
H 0.8903 3.3124 -3.9807 -0.038 0.108 0.006
H -0.4980 2.5832 -4.8242 -0.014 0.139 0.020
H -0.2491 2.2661 -3.1013 -0.056 0.166 0.016
H 2.3576 2.3157 -5.7556 0.058 0.050 -0.068
H 0.9554 1.5402 -6.5197 0.103 0.026 -0.112
H 2.3533 0.5654 -6.0468 0.152 -0.022 -0.204
H 0.4241 0.3480 -4.4535 -0.025 -0.236 0.106
H 2.9120 1.7605 -3.3807 0.113 0.186 -0.003
H 1.6810 1.0870 -2.3297 0.083 -0.049 0.114
H 3.2672 -0.6025 -4.3045 -0.071 -0.113 -0.169
```
Positions in Å, forces in eV/Å.

Results
- Gap between HOMO and LUMO: 9.2 eV
- Total charge: 0
- Lowest unoccupied orbital energy: 0.14 eV
- Energy above the lowest of the compared OMol25 structures with the same formula, charge and spin: 0.0 kcal per mole

Below is a 5-piece molecular cluster, C24H30F4IN3O15 overall, with properties calculated with wB97M-V/def2-TZVPD.

Geometry as XYZ:
```
77
Properties=species:S:1:pos:R:3:forces:R:3
C -1.9025 -2.8249 -5.2013 -0.192 -0.263 0.109
C -2.2718 -2.7171 -3.7115 0.309 -0.241 -0.391
C -1.3591 -1.8971 -2.8039 -0.352 -0.445 0.422
I -0.7901 0.0104 -3.6176 0.034 0.137 -0.173
C -0.1475 -2.5817 -2.2635 0.377 0.525 0.273
C 0.4682 -2.2633 -1.1105 -0.147 0.049 -0.471
C 0.0831 -1.1936 -0.1486 -0.018 -0.254 0.314
C 1.2191 -0.4945 0.6049 -0.154 0.379 -0.042
C 2.4216 -0.1031 -0.2423 0.316 0.318 0.337
C 3.5312 0.5251 0.6207 -0.077 -0.146 0.025
N 4.8524 -0.0687 0.3416 0.041 0.228 0.001
C 5.3067 0.1642 -0.9984 0.144 -0.259 -0.275
N 5.4025 -0.7471 -1.8781 -0.101 0.353 0.180
N 5.6949 1.4721 -1.2905 -0.340 -0.209 0.071
C 1.5881 -3.2233 -0.9249 0.088 -0.270 0.477
O 2.2448 -3.4594 0.0475 -0.148 0.309 -0.506
O 1.7153 -3.9556 -2.0882 -0.083 -0.314 0.093
C 0.5750 -3.7411 -2.8491 -0.237 -0.449 -0.216
O 0.2608 -4.4866 -3.7266 0.281 0.459 0.145
H -1.7722 -3.8685 -5.4787 0.061 -0.026 0.013
H -0.9765 -2.3130 -5.4470 0.023 0.114 -0.042
H -2.7106 -2.4378 -5.8190 0.112 0.206 -0.071
H -2.2639 -3.7236 -3.2983 -0.082 0.012 0.095
H -3.2941 -2.3611 -3.6071 0.028 0.170 0.075
H -1.9388 -1.6240 -1.9240 -0.054 0.182 -0.082
H -0.5173 -0.4508 -0.6710 0.014 0.027 -0.110
H -0.5829 -1.6622 0.5859 -0.033 0.079 0.034
H 0.7943 0.4339 0.9969 -0.027 -0.053 0.162
H 1.5291 -1.0666 1.4785 0.117 -0.220 -0.134
H 2.1200 0.6358 -0.9864 -0.092 -0.212 -0.248
H 2.8620 -0.9572 -0.7485 -0.083 -0.104 -0.140
H 3.5256 1.6158 0.5010 -0.007 0.057 -0.025
H 3.3270 0.3453 1.6765 0.009 -0.053 0.030
H 5.5256 0.3417 0.9818 0.030 -0.061 0.011
H 5.1433 -1.6373 -1.4643 -0.001 -0.010 0.044
H 5.2477 2.1719 -0.7188 0.008 0.039 -0.028
H 5.6250 1.6768 -2.2764 0.210 0.023 -0.023
C -2.8913 -6.1960 0.4576 -0.007 -0.088 0.034
C -2.7638 -4.6870 0.4903 0.011 0.014 -0.140
O -2.9132 -4.3408 -0.8716 -0.184 0.094 0.141
C -3.6432 -5.3221 -1.4881 0.231 -0.038 -0.006
O -4.1033 -5.2257 -2.5710 -0.106 -0.079 -0.017
O -3.7406 -6.3992 -0.6770 0.019 0.012 0.077
F -1.5461 -4.2738 0.9224 0.036 -0.035 -0.066
H -1.9214 -6.6608 0.2753 0.049 0.066 0.017
H -3.3432 -6.6182 1.3501 -0.128 -0.012 -0.079
H -3.5318 -4.1777 1.0747 0.080 0.050 0.077
C 1.0551 0.7949 6.1029 0.030 0.021 0.086
C 0.9366 -0.2816 5.0433 -0.085 0.070 -0.055
O 0.9049 0.4804 3.8461 0.209 -0.127 0.007
C 1.5541 1.6506 4.0727 -0.039 -0.085 0.051
O 1.9097 2.3993 3.2231 -0.117 0.123 -0.053
O 1.7486 1.8314 5.3948 -0.036 -0.015 0.074
F -0.2083 -0.9914 5.1507 -0.027 0.078 -0.027
H 0.0692 1.1532 6.4011 -0.042 -0.055 -0.033
H 1.6207 0.4915 6.9784 0.120 0.077 -0.059
H 1.7779 -0.9750 5.0001 -0.060 -0.082 0.004
C -2.5789 5.1768 -1.5323 -0.110 0.229 0.028
C -1.4918 4.1944 -1.9152 -0.217 -0.095 0.084
O -2.0651 2.9560 -1.5537 0.144 -0.051 -0.195
C -3.4227 3.0798 -1.6034 -0.042 0.221 0.167
O -4.1852 2.1784 -1.5791 -0.016 -0.118 0.026
O -3.7610 4.3887 -1.6956 0.053 -0.022 -0.040
F -0.3465 4.3866 -1.2146 0.171 -0.051 -0.117
H -2.4761 5.4735 -0.4873 -0.007 -0.073 -0.219
H -2.6203 6.0562 -2.1685 -0.112 -0.078 -0.122
H -1.2467 4.1782 -2.9790 0.118 0.017 0.018
C -0.0959 5.4996 1.7134 0.158 0.011 -0.105
C -0.1829 5.1849 3.1914 -0.095 0.025 0.004
O -1.5819 5.0642 3.3931 0.048 -0.247 -0.021
C -2.1529 4.7022 2.2093 0.086 0.133 0.258
O -3.2626 4.3137 2.0821 -0.082 0.013 -0.090
O -1.2630 4.8492 1.2011 0.072 0.026 0.321
F 0.2957 6.1906 3.9631 -0.096 0.026 -0.045
H -0.1746 6.5744 1.5432 0.022 0.032 0.078
H 0.7990 5.1115 1.2362 -0.109 -0.137 -0.061
H 0.3070 4.2550 3.4791 0.087 0.070 0.066
```
Positions in Å, forces in eV/Å.

Results
- Gap between HOMO and LUMO: 8.7 eV
- Total charge: 0
- Lowest unoccupied orbital energy: -0.66 eV

Below is an isolated molecule of C5H10O, with properties calculated with wB97M-V/def2-TZVPD.

Geometry as XYZ:
```
16
Properties=species:S:1:pos:R:3:forces:R:3
C -1.3239 0.6476 -0.3437 -1.305 -2.598 -2.973
C -0.5690 -0.0412 0.7892 0.225 0.461 0.087
C -0.6345 -1.5615 0.5109 1.893 -0.750 -1.358
O 0.7084 -1.3392 -0.3316 -2.295 -0.771 0.996
C 0.9110 -0.1402 0.4401 0.386 -0.296 0.347
C 1.6390 0.9527 -0.2977 -0.038 0.219 -0.129
H -2.3159 1.0588 -0.0843 0.243 -0.832 -0.064
H -1.3245 -0.3272 -1.0826 -1.288 2.524 1.267
H -0.9847 1.3076 -1.1624 1.056 0.470 1.428
H -0.8141 0.2834 1.8079 -0.032 0.087 -0.319
H -1.4905 -2.0504 -0.0212 0.707 1.092 -0.240
H -0.3890 -2.3421 1.2303 0.366 0.683 0.759
H 1.4643 -0.3932 1.3522 0.190 -0.027 0.030
H 2.6599 0.6560 -0.5621 -0.176 -0.082 0.166
H 1.6957 1.8451 0.3382 0.027 -0.124 -0.104
H 1.1290 1.2259 -1.2239 0.041 -0.055 0.107
```
Positions in Å, forces in eV/Å.

Results
- Gap between HOMO and LUMO: 10.7 eV
- Total charge: 0
- Lowest unoccupied orbital energy: 1.13 eV
- Energy above the lowest of the compared OMol25 structures with the same formula, charge and spin: 61.2 kcal per mole